Below is a structure of composition C35H39GeN6O5RhS3 at a distorted geometry, with properties calculated with the ωB97M-V functional and the def2-TZVPD basis.

XYZ file:
```
90
Properties=species:S:1:pos:R:3:mulliken_charge:R:1
Rh 0.352 0.230 0.373 0.3011
C -1.045 5.226 -0.817 -0.7238
S -2.280 4.355 0.183 -0.0066
C -1.613 2.760 0.292 0.3507
S -0.295 2.257 -0.739 -0.2186
N -2.171 1.953 1.143 -1.5592
N -1.648 0.748 1.241 1.4474
C -2.287 -0.180 1.876 -0.9678
C -1.732 -1.497 1.857 0.7570
C -2.364 -2.608 2.424 -0.8740
C -1.800 -3.857 2.271 -0.6865
C -0.592 -3.982 1.595 -0.8298
C 0.000 -2.836 1.087 -0.7643
N -0.556 -1.639 1.208 1.0869
H -1.342 6.272 -0.812 0.3710
H -1.047 4.845 -1.833 0.2702
H -0.064 5.108 -0.367 0.2304
H -3.239 0.053 2.338 0.3974
H -3.296 -2.461 2.955 0.5352
H -2.302 -4.735 2.656 0.4549
H -0.115 -4.943 1.470 0.5515
H 0.950 -2.881 0.574 0.5785
C 0.711 0.048 -6.803 -0.4802
C 1.113 -1.169 -6.273 -0.7134
C 1.544 -1.245 -4.957 -0.0801
C 1.562 -0.104 -4.160 -0.6718
C 1.158 1.115 -4.696 -0.0073
C 0.744 1.193 -6.018 -0.7253
Ge 1.976 -0.205 -2.237 1.1185
C 3.091 -1.676 -1.568 0.4431
C 4.419 -1.421 -1.236 0.1277
C 5.255 -2.455 -0.839 -0.6598
C 4.775 -3.755 -0.803 -0.6430
C 3.451 -4.017 -1.129 -0.6651
C 2.608 -2.981 -1.502 -0.5707
C 2.911 1.530 -1.865 1.2040
C 2.878 2.388 -0.771 -0.2329
C 3.731 3.482 -0.710 -1.0302
C 4.635 3.725 -1.732 -0.7434
C 4.702 2.857 -2.811 -0.7265
C 3.844 1.770 -2.878 -0.7620
H 0.369 0.105 -7.828 0.3955
H 1.087 -2.062 -6.885 0.4251
H 1.874 -2.192 -4.543 0.3553
H 1.167 2.009 -4.082 0.4156
H 0.438 2.145 -6.432 0.4110
H 4.818 -0.415 -1.296 0.2023
H 6.277 -2.236 -0.558 0.4414
H 5.439 -4.567 -0.534 0.4402
H 3.074 -5.032 -1.107 0.4648
H 1.573 -3.186 -1.755 0.3151
H 2.187 2.222 0.041 0.2922
H 3.698 4.140 0.150 0.4917
H 5.292 4.583 -1.686 0.4175
H 5.425 3.019 -3.600 0.4489
H 3.900 1.099 -3.728 0.4377
C -0.902 -0.876 -2.398 -1.1362
O 0.275 -0.784 -1.602 0.6356
H -1.500 -1.705 -2.016 0.2880
H -0.649 -1.072 -3.439 0.3009
H -1.491 0.043 -2.351 0.2684
C 4.450 -6.055 3.772 -1.1415
C 3.517 -5.181 4.597 -0.5850
S 3.482 -3.524 3.881 1.1047
O 4.809 -3.194 3.441 -0.6926
O 2.408 -3.439 2.917 -0.3775
C 3.022 -2.423 5.263 -0.8526
C 3.378 -0.929 5.062 -1.1774
N 3.113 -0.344 3.737 0.1747
C 1.879 -0.133 3.226 0.7645
N 1.942 0.244 1.956 -0.0644
C 3.262 0.253 1.616 -0.9424
C 4.003 -0.089 2.702 0.0887
N 5.432 -0.071 2.770 1.1905
O 6.012 -0.008 1.708 -0.6263
O 5.967 -0.065 3.865 -0.6756
C 0.625 -0.234 4.011 -1.5683
H 4.610 -7.010 4.270 0.3959
H 5.409 -5.556 3.648 0.3314
H 4.033 -6.240 2.783 0.2904
H 3.877 -5.062 5.619 0.4440
H 2.487 -5.533 4.593 0.3484
H 3.543 -2.796 6.143 0.6645
H 1.947 -2.565 5.374 0.3919
H 4.432 -0.783 5.259 0.4766
H 2.806 -0.345 5.783 0.4292
H 3.622 0.530 0.643 0.5520
H 0.752 0.181 5.010 0.5961
H 0.303 -1.275 4.098 0.1703
H -0.152 0.318 3.487 0.0957
```

Properties
LUMO energy (spin up / spin down) = -0.131 / -0.126 hartree
frontier orbital gap (spin up / spin down) = 6.83 / 6.93 eV
2S+1 = 2
HOMO (spin up / spin down) = -0.3823 / -0.3810 Ha
expectation value of S² = 0.76
charge = +1
relative energy (zero: lowest compared OMol25 entry of this formula, charge and spin) = 50.2 kcal per mole